Density functional theory data (ωB97M-V with the def2-TZVPD basis set) for a molecular structure, C9H9Cl5O5PRuSe.

```
31
Properties=species:S:1:pos:R:3
Ru -0.02 -0.71 0.67
Cl -1.42 2.03 0.91
C -1.01 1.35 2.45
C -0.40 0.11 2.42
C -0.06 -0.55 3.59
Cl 0.64 -2.11 3.43
C -0.32 0.04 4.82
Cl 0.10 -0.77 6.26
C -0.92 1.31 4.84
Cl -1.24 2.05 6.34
C -1.28 1.97 3.65
Cl -2.04 3.50 3.69
O 0.58 -0.40 -1.46
Se 1.92 -1.22 -0.88
O 3.29 -1.29 -1.65
O 1.87 -0.34 0.65
O 1.15 -2.57 -0.28
C -1.94 -3.10 -1.87
P -2.29 -2.91 -0.14
C -1.51 -4.22 0.78
C -4.05 -2.93 0.15
O -1.78 -1.53 0.37
H -2.33 -4.05 -2.22
H -0.85 -3.07 -2.01
H -2.39 -2.28 -2.43
H -1.91 -5.19 0.47
H -1.70 -4.08 1.85
H -0.44 -4.20 0.60
H -4.47 -3.88 -0.20
H -4.51 -2.11 -0.40
H -4.25 -2.81 1.21
```

The calculation puts the relative energy (zero: lowest compared OMol25 entry of this formula, charge and spin) at 0.090 eV. The net charge is +1. As for the LUMO energy (alpha / beta): -4.34 / -6.66 eV. Its multiplicity is 5. Its expectation value of S² is 6.03. The calculation puts the frontier orbital gap (alpha / beta) at 8.39 / 6.00 eV. Its HOMO energy (alpha / beta) is -12.73 / -12.65 eV.

***

Density functional theory data (ωB97M-V with the def2-TZVPD basis set) for 2 unconnected molecules or ions with the total composition C9H9F2N5O6S2 in a non-equilibrium geometry.

```
33
Properties=species:S:1:pos:R:3
N -0.95 1.43 -1.65
C -1.20 0.90 -0.42
N -2.41 1.18 0.33
C -2.21 0.43 1.55
N -0.95 -0.26 1.47
N -0.31 0.01 0.31
O 0.90 -0.51 0.02
C 1.84 0.58 0.24
O 1.93 1.50 -0.62
C 2.83 0.69 1.48
C 2.51 0.20 2.92
C 3.60 0.44 4.03
C 4.97 1.16 3.70
C 5.28 1.62 2.26
C 4.21 1.39 1.16
H -0.62 2.41 -1.73
H -1.01 0.85 -2.50
H -2.91 0.37 2.45
H -0.57 -0.89 2.19
H 1.53 -0.31 3.18
H 3.36 0.11 5.10
H 5.73 1.34 4.54
H 6.23 2.16 1.96
H 4.41 1.73 0.08
N -3.84 -2.81 -3.04
S -3.14 -1.41 -2.98
O -3.95 -0.28 -2.56
O -2.12 -1.12 -3.97
F -2.23 -1.62 -1.67
S -4.87 -2.90 -4.22
O -5.76 -4.04 -4.13
O -4.41 -2.62 -5.56
F -5.88 -1.70 -3.94
```

The net charge is 0. As for the LUMO energy: -2.25 eV. The calculation puts the frontier orbital gap at 6.75 eV. Its HOMO energy is -9.00 eV.

***

Density functional theory data (ωB97M-V with the def2-TZVPD basis set) for 2 unconnected molecules or ions with the total composition C9H9FO3 in a non-equilibrium geometry.

```
22
Properties=species:S:1:pos:R:3
C 3.67 1.43 -0.06
C 2.74 1.25 0.95
C 3.85 0.49 -1.10
C 1.96 0.12 0.93
C 3.07 -0.66 -1.12
C 2.13 -0.84 -0.06
C -2.28 -0.30 0.23
C -4.67 -0.45 -0.10
C 1.36 -2.03 -0.11
O -2.30 -1.64 0.51
O 0.40 -2.30 0.55
O -3.39 0.29 0.03
F 1.77 -2.87 -1.12
H 4.15 2.39 0.06
H 2.57 2.02 1.83
H 4.63 0.84 -1.75
H 1.29 0.01 1.66
H 3.27 -1.29 -1.88
H -5.25 0.35 -0.51
H -4.93 -0.45 0.98
H -4.69 -1.48 -0.65
H -1.35 -1.83 0.69
```

The calculation puts the relative energy (zero: lowest compared OMol25 entry of this formula, charge and spin) at 3.292 eV. The net charge is 0. As for the LUMO energy: -0.29 eV. The calculation puts the frontier orbital gap at 7.91 eV. Its HOMO energy is -8.20 eV.